40
Properties=species:S:1:pos:R:3:forces:R:3:lowdin_spin:R:1 method="wB97M-V/def2-TZVPD" lumo_ev="4.7 / 4.6" charge=-2 s_squared=0.75 gap_ev="1.66 / 7.26" multiplicity=2
I 0.7167 1.2342 3.5571 0.082 0.224 0.144 0.010
O 2.4026 3.7620 5.7833 0.380 0.463 0.622 0.001
H 2.0490 3.1085 5.1798 -0.395 -0.633 -0.473 0.000
H 2.4588 4.5635 5.2630 -0.039 0.090 -0.165 0.000
O 0.0271 -2.3058 3.8863 -0.226 -0.708 0.317 0.005
H 0.4299 -2.8167 3.1842 0.026 -0.038 -0.276 0.003
H 0.5474 -1.5034 3.9281 0.102 0.741 -0.046 0.001
O -2.9599 1.8094 2.8937 -0.764 0.260 0.034 0.002
H -2.0636 1.8286 3.2291 0.662 -0.102 0.172 0.000
H -2.9016 1.3056 2.0819 0.167 -0.210 -0.187 0.000
C -1.8109 1.6496 -0.9451 0.538 -0.481 -0.580 0.020
C -1.1332 0.3192 -1.4419 -0.356 0.781 0.778 0.001
C -0.4236 0.5865 -2.8378 -0.545 -0.815 0.280 0.085
C 0.5854 -0.5167 -3.2008 -1.425 1.270 -1.190 0.176
C 1.5781 -0.5467 -2.1458 0.591 -1.363 0.209 0.099
C 0.9802 -0.9002 -0.7792 0.798 -0.040 0.286 0.002
N -0.1941 -0.0951 -0.3846 1.288 1.422 -2.030 0.002
O -0.8137 -0.4252 0.8377 0.020 -0.672 -1.032 0.005
C 0.6758 -2.4052 -0.7458 0.336 -0.567 1.631 0.083
C 2.1413 -0.5616 0.1445 0.530 -0.296 0.671 0.018
C -2.2384 -0.6994 -1.6631 -0.390 -0.442 -0.777 0.069
H -2.5527 1.4954 -0.1615 0.049 -0.221 -0.002 0.001
H -1.0568 2.3386 -0.5648 0.107 -0.023 -0.045 0.003
H -2.3173 2.1067 -1.7953 -0.103 0.127 -0.061 0.009
H -1.2365 0.6133 -3.5635 -0.205 0.077 -0.108 0.040
H 0.0586 1.5613 -2.9110 0.173 -0.002 0.428 0.025
H 0.1155 -1.4813 -3.3926 -0.253 -0.109 0.468 0.041
H 1.1291 -0.3664 -4.1335 -0.248 0.635 -0.390 0.092
H 2.2947 0.2732 -2.1933 -0.506 0.491 0.396 0.031
H 2.1893 -1.3909 -2.4650 0.544 -0.368 0.619 0.049
H -0.2454 -2.5439 -0.1799 -0.559 -0.211 -0.753 0.006
H 1.3401 -2.8909 -0.0310 0.610 0.023 0.077 0.010
H 0.8133 -3.0222 -1.6338 -0.607 0.493 -0.313 0.044
H 3.0564 -1.0413 -0.2027 -0.067 -0.668 -0.030 0.011
H 1.9447 -0.8810 1.1679 0.108 0.249 0.147 0.001
H 2.4603 0.4798 0.1017 -0.760 0.326 0.220 0.004
H -2.6236 -1.2014 -0.7755 0.257 0.227 0.220 0.006
H -3.0810 -0.2054 -2.1468 -0.175 0.052 -0.046 0.015
H -1.9139 -1.4671 -2.3655 0.060 -0.222 0.068 0.027
H -0.4280 0.2321 1.4214 0.195 0.241 0.715 0.000